--- P ---
Computed, not measured: an isolated ion of composition CH2NO2 and charge -1, with ωB97M-V/def2-TZVPD.

```
! RIJCOSX wB97M-V def2-TZVPD def2/J DEFGRID3
* xyz -1 1
O 0.805 -0.793 -1.002
H 0.071 0.900 0.482
H -0.611 0.976 -0.971
O 0.254 -1.056 1.367
C 0.179 -0.602 0.200
N -0.698 0.575 -0.075
*
```

## Properties
Frontier orbital gap ... 8.1 eV
Molar mass ... 60.032 g mol⁻¹
SMILES ... NC(=O)[O-]
HOMO energy ... -3.341 eV



--- Q ---
Computed, not measured: an isolated ion of composition CH2NO2 and charge -1, with ωB97M-V/def2-TZVPD.

```
! RIJCOSX wB97M-V def2-TZVPD def2/J DEFGRID3
* xyz -1 1
H 0.470 -1.723 0.241
N -0.723 0.905 -0.627
O -0.111 -1.269 -0.381
C 0.007 0.063 0.044
H -0.493 1.815 -0.235
O 0.851 0.209 0.958
*
```

## Properties
Frontier orbital gap ... 7.8 eV
Molar mass ... 60.032 g mol⁻¹
SMILES ... [H]/N=C(\[O-])O
HOMO energy ... -3.244 eV



Which of them is the most stable, and which is the least stable? Q and P, in that order.